Entry 1:
Molecular formula: C32H96O16
Method: DFT, the ωB97M-V functional and the def2-TZVPD basis

Geometry as XYZ:
```
144
Properties=species:S:1:pos:R:3:lowdin_spin:R:1
O 0.16 2.51 4.64 0.032
H 0.03 -6.12 -0.15 0.000
H -1.16 0.74 -5.41 0.000
O 1.32 1.65 -5.48 0.000
C -0.12 0.39 -0.50 0.001
H 3.36 5.26 1.92 0.000
H 0.82 0.89 -0.73 0.000
H 3.00 -0.28 -0.27 0.000
C -4.89 -2.35 1.04 0.069
H 3.16 5.17 0.21 0.000
H 4.24 2.05 -1.94 0.000
C 3.07 -2.28 5.37 0.002
C 3.61 2.42 -2.74 0.000
H 5.25 -0.65 0.73 0.000
C 1.66 4.03 1.43 0.001
H -1.63 -7.31 -0.84 0.001
C 3.29 -4.77 0.31 0.000
H -3.60 -1.76 -1.39 0.001
H 2.09 -2.98 0.22 0.000
O 2.63 1.43 -3.04 0.000
H -2.88 -2.19 1.93 0.003
O 3.30 -3.15 -1.48 0.000
H 3.25 -2.50 3.22 0.000
H -3.75 3.58 -1.63 0.001
H -5.57 2.41 -3.04 0.002
C 3.04 4.59 1.12 0.000
H -0.55 0.41 2.33 0.003
C -2.94 1.86 3.00 0.118
C 0.94 -1.48 -3.81 0.000
H 4.34 -4.59 0.55 0.000
C -0.28 -3.33 3.16 0.007
H 0.56 -3.15 -2.49 0.000
H -2.62 2.37 -2.18 0.000
H -0.85 1.42 -3.76 0.000
H -2.68 -1.45 -4.07 0.000
H -1.64 -2.90 4.75 0.033
H 2.34 1.70 -3.91 0.000
H -0.40 5.57 -3.51 0.000
H 0.77 5.28 -0.20 0.000
H 1.13 0.75 4.29 0.002
O 2.99 0.54 1.65 0.000
O 0.26 0.16 1.89 0.004
O 0.53 5.54 -1.09 0.000
H -3.84 1.26 2.94 0.042
H 2.33 2.60 6.38 0.000
H 1.16 -1.31 -4.86 0.000
O 0.68 5.03 1.48 0.006
H -0.06 -2.15 5.04 0.005
H -1.31 4.63 -0.74 0.000
H -0.97 -1.10 0.90 0.001
H 2.84 -4.99 1.28 0.000
H 0.08 -0.86 -3.54 0.000
C -4.57 -2.36 -3.42 0.004
H 0.38 3.33 -4.70 0.000
H 1.24 1.19 -6.33 0.000
H -1.90 -4.59 -0.95 0.001
H -0.79 -3.72 0.08 0.000
O -4.25 1.03 -3.70 0.002
C 3.45 0.54 0.30 0.000
C -3.68 2.56 -2.00 0.007
H -1.89 2.24 -4.85 0.000
H -3.61 3.22 1.51 0.013
O 2.00 -1.15 -2.93 0.000
H -1.91 4.57 -3.22 0.000
H 0.48 5.19 2.41 0.002
H -1.11 -1.46 3.83 0.008
C -0.79 -2.41 4.27 0.047
O -4.38 -2.99 -0.15 0.017
H 2.47 4.25 -3.29 0.000
H 2.32 -0.27 -3.15 0.000
O -1.92 0.96 3.25 0.144
H 3.36 -5.70 -0.25 0.000
H 4.05 -2.70 5.61 0.000
H 2.65 2.87 4.71 0.000
C -1.17 5.25 -2.80 0.000
H 1.39 -3.61 -4.10 0.000
H 5.39 0.34 -0.71 0.000
H -0.56 2.14 4.13 0.003
H -4.66 -2.86 -4.38 0.000
C 0.20 2.47 -5.34 0.000
H 1.69 3.61 2.44 0.001
H -0.46 -0.20 -1.34 0.000
H 2.17 3.57 -1.72 0.000
H -1.78 6.11 -2.52 0.000
H 0.76 -1.18 0.47 0.000
H -5.26 -1.52 -3.42 0.001
H 0.56 -2.82 2.70 0.000
O -3.15 -1.23 -2.05 0.003
H 5.53 1.11 0.84 0.000
H -4.10 1.85 -1.29 0.005
C 1.02 1.51 5.07 0.013
C -0.54 4.69 -1.52 0.000
H -3.04 2.51 3.87 0.033
H 1.44 3.22 0.74 0.000
C -0.06 -0.52 0.72 0.002
H 2.03 0.64 1.70 0.000
H 1.60 -4.20 -0.83 0.000
O -1.90 -6.92 -0.01 0.008
C -0.98 1.64 -4.82 0.000
H -0.83 1.20 -0.33 0.000
H 3.26 1.46 -0.25 0.000
H -2.13 0.62 4.12 0.082
H 0.05 2.87 -6.35 0.000
H -4.17 3.02 -4.01 0.000
C 5.00 0.32 0.30 0.000
C 2.95 3.73 -2.46 0.000
H -0.31 -3.34 -3.94 0.000
C -1.43 -4.61 0.03 0.005
H -1.80 3.11 1.66 0.002
H -0.24 3.64 -1.57 0.000
C 2.34 2.09 5.41 0.002
H -3.82 0.55 -2.99 0.000
H 2.09 -1.25 3.73 0.000
C 3.06 -1.70 3.94 0.001
H -0.59 -4.98 4.17 0.006
H -0.71 -5.95 1.43 0.001
H -3.40 -0.75 1.13 0.004
H -2.24 -4.36 0.71 0.004
H 3.07 1.29 5.49 0.000
H 0.48 1.03 5.89 0.015
H 2.77 -2.57 -2.02 0.000
H 2.36 -3.09 5.48 0.001
C 2.51 -3.73 -0.45 0.000
H 2.87 -1.55 6.16 0.001
H 3.71 3.73 1.10 0.000
C -3.11 -2.01 -3.23 0.001
H 3.76 -0.14 3.11 0.000
H 4.27 2.40 -3.61 0.000
H -1.06 -3.54 2.43 0.003
C -4.51 2.31 -3.26 0.002
H -4.88 -3.10 -2.67 0.002
O 0.17 -4.48 3.84 0.016
H -4.42 -3.94 -0.03 0.006
H -4.08 -1.15 2.71 0.056
H -5.26 -3.17 1.65 0.020
H 3.61 4.49 -2.05 0.000
C -2.75 2.57 1.65 0.027
H -5.70 -1.64 0.90 0.018
O 4.02 -0.62 3.91 0.000
C 0.66 -3.00 -3.57 0.000
H -2.50 -2.88 -2.99 0.000
H -2.59 1.86 0.83 0.002
C -3.76 -1.57 1.75 0.064
C -0.92 -5.96 0.36 0.006
```

Results
- M (g/mol) = 737.10
- ΔE to the lowest compared entry with this formula, charge and spin (eV) = 0.465
- lowest unoccupied orbital energy (spin up / spin down) (eV) = 1.76 / 1.76
- frontier orbital gap (spin up / spin down) (Eh) = 0.057 / 0.336
- 2S+1 = 2
- expectation value of S² = 0.7504
- charge = -1
- DFT total energy (Eh) = -2480.4508


Entry 2:
Molecular formula: C33H102N24O15
Method: DFT, the ωB97M-V functional and the def2-TZVPD basis

Geometry as XYZ:
```
174
Properties=species:S:1:pos:R:3:lowdin_charge:R:1
C 7.80 -4.73 -2.06 -0.050
H 2.84 7.08 -6.01 0.119
H -4.80 7.72 5.94 0.091
H -5.85 -2.35 -10.13 0.085
N -3.00 1.04 8.04 0.163
H -6.00 -0.96 -8.89 0.086
H -2.28 10.17 8.21 0.098
H -2.38 -10.36 3.60 0.119
C 0.14 1.51 1.16 -0.114
H -2.25 -0.61 9.26 0.104
H 5.11 6.71 -4.79 0.067
H 4.59 5.51 -7.40 0.140
N 0.28 -7.84 -7.22 0.154
H 3.45 3.86 8.99 0.108
O 0.61 -5.65 -6.90 0.006
C -1.81 -7.53 5.46 -0.065
C 4.97 4.29 -5.71 -0.060
H 3.93 8.60 1.69 0.124
H -1.45 -2.87 0.62 0.059
C 0.02 0.04 -10.41 -0.799
N 8.47 3.67 0.37 0.164
C -4.01 6.81 -0.61 -0.752
H 5.22 7.59 -6.11 0.067
H 0.92 -7.74 -8.00 0.125
N -6.71 -4.35 -5.34 0.014
H 7.72 -8.78 -4.37 0.081
H -3.15 -0.28 -1.35 0.078
C -1.42 -0.89 -0.10 -0.406
H 3.83 -4.73 2.72 0.124
H -5.55 -8.94 2.97 0.094
N -0.47 -7.01 -5.44 0.156
C -4.50 -9.19 2.82 -0.119
H 0.21 4.87 -6.91 0.094
C 0.15 -6.75 -6.55 -0.792
H -2.31 7.62 -0.10 0.133
H 0.08 -1.30 -11.93 0.127
C -1.93 9.27 8.71 -0.096
H -7.32 -4.37 -4.54 0.056
N 5.42 -4.53 -2.81 0.022
N -4.51 5.56 -0.68 0.131
H -2.88 0.06 1.08 0.121
N -7.69 -1.39 3.72 0.145
H -8.11 -4.46 -6.91 0.131
H 2.25 3.18 10.15 0.129
C 0.85 5.49 -6.28 -0.155
H 0.47 -1.80 -10.27 0.107
H -1.07 7.52 8.48 0.136
N 0.49 0.02 -9.17 0.148
C 3.05 2.00 8.74 -0.857
N 0.17 -1.12 -10.94 0.155
H 0.31 -9.09 5.71 0.081
N 2.90 3.10 9.38 0.157
H -7.70 -1.91 -5.20 0.080
H -3.24 1.81 7.43 0.128
C -7.50 -3.69 -6.44 -0.387
C -8.33 -2.59 -5.78 -0.081
H 4.14 3.20 7.71 0.112
H -2.70 8.72 9.26 0.092
C -1.37 8.31 7.80 -0.480
C -6.47 -3.16 -7.51 -0.206
H 9.38 6.55 0.15 0.126
H 7.54 -4.00 -1.29 0.068
H 0.64 -0.82 -8.63 0.104
C -7.36 -2.64 3.53 -0.763
H 3.35 -5.91 3.89 0.115
H -6.40 -4.00 4.65 0.117
O -5.05 0.20 8.24 0.056
O -3.71 -8.77 3.89 -0.177
H -2.44 5.82 -0.05 0.113
O 2.39 1.01 8.86 0.060
C 4.11 -4.10 4.52 -0.910
H -0.33 -0.81 -0.06 0.123
H 0.26 9.42 8.02 0.058
H 4.74 -5.10 -3.30 0.067
H 2.86 5.84 -4.89 0.116
N 3.63 9.73 -0.40 0.170
H -1.86 7.11 5.95 0.122
H 4.61 4.20 -4.69 0.071
H 5.35 -3.59 -3.17 0.076
O -7.60 -3.27 2.50 0.011
H -5.79 -2.39 -7.14 0.114
H 3.53 10.17 -1.30 0.123
H -6.59 -2.39 5.36 0.107
H 0.59 1.09 0.26 0.065
C -2.42 -9.28 3.73 -0.217
O -7.24 -2.56 -8.54 -0.216
H 3.52 -5.41 5.91 0.108
H 0.66 6.54 -6.51 0.086
C -2.06 -0.34 -1.40 -0.063
C 4.52 5.66 -6.32 -0.417
H -4.28 -10.20 2.48 0.086
C 6.74 -4.86 -3.20 -0.422
H 4.01 -3.78 6.43 0.123
N 3.11 9.18 1.61 0.178
C -1.59 -8.99 5.03 -0.459
H -5.11 6.19 6.73 0.090
H 0.41 0.82 -8.56 0.112
O -4.72 7.81 -0.83 0.007
H -0.95 -7.89 -5.35 0.111
H 0.50 2.54 1.16 0.089
H -7.26 -1.32 -10.10 0.085
H -9.10 -2.90 -5.07 0.072
N -6.68 -3.03 4.59 0.153
H -3.74 -1.50 9.52 0.119
H -0.70 -6.20 -4.89 0.123
O 4.50 -3.05 4.28 0.110
N 9.39 5.55 -0.03 0.168
H -2.05 0.84 8.33 0.111
H 0.64 5.35 -5.22 0.086
C 8.48 -8.03 -4.13 -0.114
H 0.59 0.82 1.87 0.086
N -1.95 -2.30 -0.06 0.030
H -5.95 -3.70 -5.17 0.054
H 0.56 8.36 6.95 0.066
O 8.12 -6.67 -4.27 -0.200
H -2.00 -8.80 2.84 0.129
N 3.78 -5.02 3.69 0.169
H -1.89 -0.92 -2.31 0.071
H -3.90 6.31 5.46 0.085
H -3.96 4.75 -0.42 0.094
H -0.02 -10.06 4.45 0.077
H -2.64 8.59 6.11 0.124
C -2.31 7.74 6.72 -0.210
H -2.82 -7.34 5.81 0.071
H 6.43 -7.10 -3.09 0.114
H 8.03 -5.71 -1.63 0.067
C -6.48 -1.75 -9.47 -0.075
H -1.53 -0.52 2.09 0.122
H -7.50 -0.82 4.53 0.112
H -4.28 -8.58 1.94 0.084
C 3.09 6.02 -5.94 -0.198
H 6.13 -6.49 -4.64 0.113
H -1.17 -7.17 6.27 0.068
H -2.90 -2.26 0.27 0.063
H -8.89 -2.08 -6.56 0.071
O 7.49 5.50 1.10 0.017
H 4.47 3.45 -6.20 0.070
H -1.59 0.62 -1.59 0.069
O -0.52 0.95 -10.99 0.045
C -3.88 0.22 8.47 -0.827
H 4.51 9.24 -0.27 0.108
H 2.45 9.41 2.34 0.134
H 8.75 -4.36 -2.46 0.066
H 6.05 4.11 -5.77 0.073
O 1.76 10.40 0.47 0.048
C -1.80 -0.08 1.14 -0.174
H -1.93 -9.65 5.82 0.133
N -3.23 -0.75 9.08 0.146
C 8.43 4.94 0.55 -0.833
N -0.19 8.96 7.24 0.034
H 8.65 -8.20 -3.07 0.081
O -1.26 1.28 1.05 -0.217
H 9.39 -8.21 -4.71 0.088
N 3.97 2.23 7.91 0.159
H 10.14 5.10 -0.53 0.118
C -4.32 6.82 6.33 -0.132
H 4.09 1.60 7.13 0.133
N -0.22 -9.16 4.85 0.016
H -8.25 -0.96 3.00 0.118
N 5.40 6.67 -5.75 0.026
H -5.43 5.47 -1.09 0.109
C 6.80 -6.36 -3.80 -0.182
H -5.86 -3.99 -7.86 0.119
N -2.83 6.75 -0.15 0.165
H -1.19 9.59 9.45 0.085
O 2.14 5.12 -6.57 -0.185
H 9.31 3.29 -0.04 0.113
H 7.01 -4.23 -4.04 0.124
C 2.81 9.84 0.59 -0.886
H 7.59 3.19 0.53 0.128
O -3.38 7.08 7.33 -0.163
H -0.24 -8.68 -7.01 0.116
N 3.94 -4.51 5.73 0.160
H -1.63 -6.83 4.64 0.080
```

Results
- M (g/mol) = 1075.33
- ΔE to the lowest compared entry with this formula, charge and spin (eV) = 10.919
- lowest unoccupied orbital energy (eV) = -0.04
- frontier orbital gap (Eh) = 0.336
- charge = 0
- DFT total energy (Eh) = -3761.1498